Molecular formula: C26H42NO2PtSbSi
Method: DFT, ωB97M-V/def2-TZVPD

Geometry as ORCA input:
```
! RIJCOSX wB97M-V def2-TZVPD def2/J DEFGRID3
* xyz 0 1
Pt -1.287 -0.552 0.736
O -2.530 -3.360 3.471
C -2.294 -2.656 2.508
O -1.153 -2.191 2.138
C -3.456 -2.287 1.580
C -4.663 -2.952 1.666
C -5.641 -2.695 0.720
C -5.369 -1.789 -0.292
C -4.152 -1.136 -0.298
N -3.222 -1.359 0.634
H -4.787 -3.666 2.467
H -6.594 -3.205 0.759
H -6.088 -1.577 -1.071
H -3.901 -0.414 -1.060
C -1.190 2.867 1.079
Si -1.805 1.530 -0.112
C -3.670 1.929 -0.079
C -1.322 1.908 -1.901
C -0.925 3.168 -2.352
C -0.604 3.391 -3.685
C -0.692 2.356 -4.605
C -1.109 1.099 -4.186
C -1.412 0.884 -2.849
H -1.442 3.863 0.700
H -0.132 2.854 1.326
H -1.739 2.731 2.015
H -3.747 3.020 -0.067
H -4.146 1.557 0.832
H -4.251 1.589 -0.936
H -0.852 3.993 -1.652
H -0.284 4.375 -4.006
H -0.440 2.527 -5.644
H -1.183 0.286 -4.898
H -1.702 -0.111 -2.523
C 2.062 2.629 -0.153
C 2.420 1.220 -0.618
C 3.929 1.029 -0.440
C 2.098 1.088 -2.106
Sb 1.242 -0.257 0.525
C 1.730 -2.156 -0.480
C 0.762 -2.244 -1.665
C 3.170 -2.251 -0.975
C 1.457 -3.342 0.444
C 1.986 -0.190 2.595
C 0.983 0.705 3.329
C 1.930 -1.592 3.199
C 3.389 0.374 2.778
H 2.730 3.341 -0.651
H 2.191 2.757 0.925
H 1.042 2.896 -0.419
H 4.427 1.668 -1.178
H 4.266 0.010 -0.613
H 4.276 1.343 0.540
H 2.575 1.921 -2.635
H 1.033 1.133 -2.323
H 2.500 0.167 -2.527
H 0.870 -1.420 -2.372
H -0.275 -2.259 -1.324
H 0.955 -3.178 -2.204
H 3.391 -1.540 -1.770
H 3.330 -3.254 -1.386
H 3.895 -2.112 -0.170
H 0.489 -3.285 0.939
H 2.224 -3.449 1.210
H 1.480 -4.253 -0.166
H -0.028 0.297 3.278
H 0.959 1.720 2.928
H 1.272 0.769 4.384
H 0.968 -2.080 3.040
H 2.088 -1.504 4.280
H 2.725 -2.227 2.807
H 3.458 1.422 2.485
H 4.143 -0.194 2.231
H 3.644 0.318 3.842
*
```

HOMO-LUMO gap   8.419 eV
ΔE to the lowest compared entry with this formula, charge and spin   0.00 kcal per mole
Electronic energy   -1870.27157 Ha
E_HOMO   -8.35 eV
LUMO energy   0.070 eV